Record 1
ORCA calculation (the ωB97M-V functional and the def2-TZVPD basis) on C52H46BrF6LuN2O6P2S3 as an isolated structure at a distorted geometry.

Structure (XYZ):
```
119
Properties=species:S:1:pos:R:3:lowdin_charge:R:1
Lu -7.131 0.910 -1.582 1.178
C 8.649 -0.780 2.179 -0.076
C 7.319 -1.216 2.112 -0.369
C 6.477 -0.853 1.085 -0.056
C 5.165 -1.196 0.939 -0.056
C 4.570 -1.885 2.037 -0.359
C 5.374 -2.226 3.144 -0.057
C 6.766 -1.894 3.126 -0.048
S 2.766 -2.146 2.172 1.017
O 2.166 -1.880 0.822 -0.484
C 2.085 -3.864 2.785 -0.181
C 1.923 -3.947 4.193 -0.045
C 0.894 -4.802 4.624 -0.048
C 0.086 -5.506 3.824 -0.120
C -1.089 -6.283 4.462 -0.111
C -1.929 -6.934 3.425 -0.111
C -1.790 -6.890 2.116 -0.094
C -0.622 -6.110 1.593 -0.380
C 0.233 -5.326 2.434 -0.152
C 1.351 -4.727 1.871 -0.146
C 1.577 -4.651 0.508 -0.164
C 2.918 -4.527 -0.066 -0.084
C 4.162 -4.871 0.494 -0.057
C 5.325 -4.643 -0.088 -0.058
C 5.179 -4.173 -1.419 -0.101
C 4.086 -3.877 -2.083 -0.080
C 2.938 -4.058 -1.396 -0.189
C 1.842 -3.965 -2.273 0.002
C 0.606 -4.223 -1.750 -0.045
C 0.512 -4.675 -0.388 -0.522
S -1.034 -4.917 0.143 1.082
O -7.525 -11.014 -2.569 -0.334
C -3.902 -0.362 -0.723 -0.383
C -3.318 -1.548 -0.178 -0.011
C -2.377 -1.517 0.832 -0.080
C -1.751 -0.353 1.174 -0.258
C -0.599 -0.494 2.302 -0.040
C -2.057 0.900 0.683 -0.021
C -3.162 0.896 -0.233 -0.113
H 9.249 -0.862 1.223 0.112
H 9.232 -1.025 3.060 0.086
H 8.593 0.311 2.241 0.095
H 7.006 -0.354 0.184 0.149
H 4.620 -1.109 0.007 0.115
H 4.986 -2.732 4.094 0.126
H 7.211 -1.994 4.059 0.091
H 2.480 -3.374 4.827 0.067
H 0.634 -4.598 5.570 0.081
H -0.670 -6.948 5.140 0.091
H -2.977 -7.650 3.614 0.179
H -2.371 -7.609 1.631 0.085
H 0.069 -6.447 0.869 0.077
H 4.065 -5.401 1.443 0.128
H 6.210 -5.024 0.306 0.094
H 6.110 -3.930 -1.922 0.103
H 4.241 -3.557 -3.117 0.133
H 2.074 -3.548 -3.217 0.104
H -0.406 -4.112 -2.095 0.086
H -3.890 -2.360 -0.560 0.094
H -1.882 -2.423 1.083 0.047
H -1.107 -0.172 3.308 0.100
H 0.390 -0.111 2.214 0.029
H -0.489 -1.568 2.441 0.032
H -1.578 1.797 0.782 0.061
H -6.764 -10.408 -3.140 0.103
Br -8.465 0.486 0.606 -0.193
O -5.023 -0.494 -1.261 -0.188
F 0.247 8.445 -1.111 -0.120
P -0.305 8.678 0.456 0.560
F -1.921 8.075 0.267 -0.199
F 0.948 9.405 0.865 -0.055
F -9.663 -1.593 -5.862 -0.061
F -1.024 10.167 0.988 -0.183
F -0.120 7.364 1.127 -0.003
C -8.052 0.164 -3.556 -0.257
C -8.293 -1.183 -3.773 -0.166
C -6.843 -2.079 -3.398 -0.027
C -6.693 -3.325 -3.379 -0.114
C -7.783 -4.133 -4.016 -0.117
C -8.879 -3.663 -4.492 -0.038
C -9.381 -2.096 -4.565 -0.172
C -8.268 -5.656 -3.227 -0.121
N -8.266 -6.791 -3.040 0.063
H -1.919 -5.900 5.102 0.137
H -8.685 0.599 -4.257 -0.015
H -6.278 -1.488 -2.712 0.036
H -5.882 -3.791 -2.863 0.107
H -9.766 -4.244 -4.578 0.088
H -10.398 -2.315 -4.212 0.128
C 10.289 8.809 -0.196 -0.101
O 9.935 10.148 -0.578 -0.356
P 8.517 10.793 -0.650 0.763
O 8.139 10.553 0.942 -0.339
C 6.890 11.133 1.318 -0.136
O 7.302 9.926 -1.239 -0.331
C 6.410 10.827 -1.924 -0.189
H 10.952 8.490 -0.968 0.071
H 9.422 8.129 -0.094 0.089
H 10.733 8.871 0.833 0.102
H 6.592 10.653 2.167 0.048
H 6.140 11.173 0.545 0.050
H 7.131 12.222 1.633 0.115
H 6.476 11.816 -1.709 0.016
H 5.436 10.601 -1.399 0.089
H 6.065 10.518 -2.963 0.110
S -3.355 3.705 -0.238 1.009
C -4.057 2.059 -0.540 -0.436
N -5.214 2.211 -1.171 -0.124
C -5.590 3.533 -1.481 -0.370
C -6.947 3.569 -1.797 -0.166
C -7.382 4.868 -1.958 -0.157
C -6.628 5.980 -1.366 -0.099
C -5.330 5.824 -0.825 -0.136
C -4.692 4.596 -0.948 -0.448
H -9.326 0.575 -2.054 0.078
H -8.572 -10.351 -2.996 0.219
H -8.425 5.222 -2.005 0.072
H -6.990 7.015 -1.347 0.084
H -4.928 6.730 -0.475 0.069
```

As for the expectation value of S²: 0.799. As for the spin multiplicity: 2. The orbital gap (alpha / beta) is 5.67 / 5.44 eV. The LUMO energy (alpha / beta) comes out at 1.06 / 0.82 eV. Its total charge is -1. The value obtained for the HOMO energy (alpha / beta) is -4.62 / -4.62 eV. For the strongest force on any atom, the calculation gives 8.31 eV Å⁻¹. The calculation puts the total energy at -240973.961 eV.

Record 2
ORCA calculation (the ωB97M-V functional and the def2-TZVPD basis) on C52H46O4P3RuSTe as an isolated structure.

Structure (XYZ):
```
108
Properties=species:S:1:pos:R:3:lowdin_charge:R:1
Ru 0.701 0.140 -0.269 0.643
O -0.939 2.778 0.318 -0.374
S -1.052 1.343 0.560 0.811
C -1.468 1.017 2.240 -0.293
C -2.669 1.608 2.603 -0.050
C -3.238 1.464 3.873 0.031
C -2.572 0.678 4.778 -0.111
C -2.922 0.305 6.192 -0.072
C -1.719 -0.534 6.691 -0.073
C -0.764 -0.567 5.530 -0.119
C 0.490 -1.104 5.419 0.022
C 1.188 -0.886 4.221 -0.051
C 0.655 -0.216 3.131 -0.283
P 1.795 0.283 1.847 1.006
C 2.558 1.845 2.273 -0.351
C 2.088 3.042 1.739 -0.084
C 2.611 4.245 2.197 -0.047
C 3.593 4.251 3.174 -0.031
C 4.063 3.055 3.710 -0.040
C 3.543 1.853 3.271 -0.080
C 3.088 -0.957 1.655 -0.425
C 4.363 -0.573 1.230 -0.093
C 5.312 -1.541 0.940 -0.040
C 5.000 -2.891 1.064 -0.041
C 3.729 -3.280 1.472 -0.071
C 2.770 -2.317 1.756 -0.165
C -0.679 0.296 3.191 -0.118
C -1.320 0.126 4.432 -0.065
C -2.366 0.709 -0.436 -0.299
C -3.429 0.018 0.119 -0.037
C -4.620 -0.223 -0.585 0.024
C -4.737 0.297 -1.848 -0.113
C -5.890 0.304 -2.817 -0.072
C -5.361 1.057 -4.066 -0.071
C -3.922 1.367 -3.749 -0.115
C -2.932 1.946 -4.498 0.028
C -1.643 2.002 -3.948 -0.036
C -1.339 1.601 -2.655 -0.289
P 0.401 1.384 -2.258 0.981
C 1.121 0.596 -3.719 -0.411
C 2.178 1.145 -4.435 -0.059
C 2.701 0.461 -5.530 -0.028
C 2.178 -0.766 -5.909 -0.035
C 1.111 -1.314 -5.204 -0.063
C 0.582 -0.638 -4.114 -0.185
C 1.279 2.912 -1.959 -0.382
C 2.653 2.847 -1.704 -0.129
C 3.366 4.010 -1.474 -0.056
C 2.708 5.234 -1.484 -0.038
C 1.338 5.298 -1.713 -0.032
C 0.616 4.138 -1.946 -0.066
C -2.382 1.103 -1.817 -0.135
C -3.627 0.938 -2.438 -0.072
H -3.196 2.209 1.870 0.132
H -4.173 1.955 4.105 0.136
H -3.856 -0.259 6.217 0.136
H -3.082 1.198 6.796 0.138
H -2.014 -1.544 6.977 0.135
H -1.244 -0.088 7.565 0.136
H 0.965 -1.636 6.232 0.133
H 2.212 -1.240 4.169 0.113
H 1.314 3.059 0.977 0.069
H 2.243 5.177 1.788 0.117
H 3.996 5.191 3.528 0.123
H 4.828 3.064 4.475 0.122
H 3.905 0.926 3.700 0.115
H 4.617 0.476 1.144 0.114
H 6.307 -1.244 0.634 0.126
H 5.752 -3.639 0.851 0.126
H 3.492 -4.330 1.584 0.119
H 1.783 -2.608 2.098 0.092
H -3.361 -0.315 1.145 0.118
H -5.429 -0.755 -0.102 0.132
H -6.759 0.794 -2.378 0.136
H -6.197 -0.715 -3.055 0.133
H -5.915 1.979 -4.247 0.137
H -5.444 0.460 -4.974 0.133
H -3.105 2.304 -5.504 0.134
H -0.838 2.350 -4.587 0.127
H 2.591 2.106 -4.163 0.109
H 3.514 0.900 -6.092 0.125
H 2.586 -1.288 -6.764 0.125
H 0.683 -2.258 -5.517 0.116
H -0.290 -1.038 -3.606 0.085
H 3.170 1.892 -1.708 0.104
H 4.432 3.966 -1.292 0.121
H 3.267 6.145 -1.312 0.124
H 0.831 6.254 -1.717 0.124
H -0.452 4.184 -2.113 0.114
C -2.667 -4.518 -2.456 -0.045
C -1.356 -3.944 -2.911 -0.193
O -1.019 -2.771 -2.067 -0.263
P -0.091 -2.750 -0.831 0.180
O -0.498 -1.707 0.178 -0.423
Te 2.113 -1.883 -1.509 1.083
O 0.045 -4.198 -0.311 -0.250
C -0.332 -4.769 1.004 -0.197
C 0.086 -6.210 1.005 -0.047
H -2.928 -5.359 -3.100 0.103
H -3.464 -3.778 -2.518 0.088
H -2.599 -4.886 -1.431 0.080
H -1.397 -3.538 -3.918 0.123
H -0.539 -4.659 -2.837 0.123
H -1.407 -4.641 1.104 0.127
H 0.173 -4.182 1.767 0.105
H -0.423 -6.769 0.221 0.092
H -0.184 -6.651 1.966 0.101
H 1.163 -6.310 0.872 0.086
```

As for the expectation value of S²: 6.022. As for the spin multiplicity: 5. The orbital gap (alpha / beta) is 6.78 / 4.98 eV. The LUMO energy (alpha / beta) comes out at -8.46 / -10.29 eV. Its total charge is +3. The value obtained for the HOMO energy (alpha / beta) is -15.24 / -15.27 eV. For the strongest force on any atom, the calculation gives 0.50 eV Å⁻¹. The calculation puts the total energy at -111416.277 eV.

Record 3
ORCA calculation (the ωB97M-V functional and the def2-TZVPD basis) on C52H47F3NP2S6Ti as an isolated structure at a distorted geometry.

Structure (XYZ):
```
112
Properties=species:S:1:pos:R:3:lowdin_charge:R:1
Ti -0.021 -0.787 -0.431 0.287
C -0.029 -3.670 -3.415 -0.511
C -1.209 -3.778 -4.380 -0.527
S -2.445 -2.453 -4.337 0.881
C -3.902 -3.304 -3.661 -0.517
C -4.538 -2.636 -2.443 -0.544
S -3.481 -2.211 -1.045 0.848
C -2.885 -3.825 -0.506 -0.544
C -1.725 -4.472 -1.277 -0.482
S -0.323 -3.379 -1.655 0.765
H 0.623 -2.841 -3.694 0.039
H 0.568 -4.580 -3.515 0.082
H -1.729 -4.729 -4.260 0.064
H -0.796 -3.793 -5.390 0.071
H -3.620 -4.329 -3.426 0.058
H -4.656 -3.361 -4.449 0.071
H -5.359 -3.269 -2.096 0.077
H -4.984 -1.684 -2.736 0.055
H -3.726 -4.524 -0.485 0.084
H -2.589 -3.663 0.529 0.010
H -2.075 -4.889 -2.219 0.046
H -1.350 -5.305 -0.680 0.080
S -0.420 -2.402 1.475 0.374
P 0.947 -1.038 2.148 0.473
C 1.614 -0.163 0.868 -0.607
P 2.874 -0.711 -0.122 0.432
S 2.143 -1.061 -1.978 0.340
C 4.158 0.571 -0.279 -0.345
C 3.939 1.818 0.291 -0.087
C 4.872 2.834 0.131 -0.087
C 6.027 2.605 -0.602 -0.090
C 6.247 1.360 -1.179 -0.082
C 5.314 0.349 -1.023 -0.092
C 3.786 -2.190 0.413 -0.334
C 4.842 -2.087 1.316 -0.087
C 5.498 -3.225 1.756 -0.082
C 5.101 -4.475 1.301 -0.088
C 4.038 -4.584 0.417 -0.078
C 3.380 -3.447 -0.025 -0.098
C 0.128 0.104 3.300 -0.345
C -0.805 -0.355 4.222 -0.083
C -1.365 0.522 5.138 -0.080
C -1.002 1.862 5.133 -0.087
C -0.082 2.325 4.204 -0.082
C 0.484 1.447 3.290 -0.095
C 2.110 -1.901 3.257 -0.324
C 2.979 -1.119 4.019 -0.085
C 3.862 -1.713 4.903 -0.082
C 3.889 -3.096 5.031 -0.091
C 3.035 -3.877 4.268 -0.083
C 2.144 -3.282 3.385 -0.100
H 3.032 1.974 0.865 0.082
H 4.700 3.802 0.584 0.101
H 6.757 3.394 -0.725 0.100
H 7.148 1.180 -1.753 0.102
H 5.484 -0.618 -1.483 0.111
H 5.155 -1.115 1.676 0.112
H 6.317 -3.136 2.458 0.106
H 5.616 -5.364 1.643 0.102
H 3.720 -5.558 0.066 0.103
H 2.551 -3.529 -0.719 0.056
H -1.102 -1.397 4.211 0.094
H -2.095 0.160 5.852 0.102
H -1.449 2.548 5.841 0.103
H 0.188 3.373 4.183 0.104
H 1.180 1.800 2.539 0.090
H 2.955 -0.039 3.927 0.110
H 4.526 -1.098 5.496 0.103
H 4.577 -3.563 5.724 0.101
H 3.059 -4.955 4.359 0.105
H 1.471 -3.887 2.793 0.070
N -0.776 -0.028 -2.193 -0.448
S -1.926 1.079 -2.298 1.048
C -2.380 1.128 -4.022 -0.411
C -3.707 0.878 -4.334 -0.104
C -4.097 0.833 -5.667 -0.074
C -3.159 1.033 -6.666 -0.072
C -1.831 1.292 -6.343 -0.062
C -1.437 1.347 -5.018 -0.069
C -1.138 2.696 -2.179 -0.378
C -1.914 3.837 -2.327 -0.077
C -1.328 5.080 -2.154 -0.078
C 0.021 5.174 -1.833 -0.080
C 0.783 4.025 -1.683 -0.060
C 0.203 2.774 -1.849 -0.065
H -0.194 -0.055 -3.023 -0.011
H -4.424 0.712 -3.540 0.107
H -5.130 0.636 -5.921 0.109
H -3.460 0.991 -7.704 0.107
H -1.104 1.455 -7.127 0.109
H -0.407 1.563 -4.761 0.121
H -2.966 3.760 -2.575 0.116
H -1.925 5.975 -2.268 0.106
H 0.476 6.147 -1.698 0.104
H 1.834 4.092 -1.433 0.104
H 0.794 1.875 -1.716 0.086
F -5.485 6.147 3.358 0.131
C -4.487 5.548 4.047 -0.581
F -5.040 5.075 5.181 0.129
F -3.633 6.527 4.404 0.128
C -3.817 4.472 3.250 -0.134
C -2.732 4.785 2.441 -0.009
C -2.132 3.797 1.684 -0.019
C -2.603 2.480 1.733 -0.237
C -3.706 2.184 2.538 -0.013
C -4.310 3.174 3.290 -0.010
C -1.937 1.457 0.999 -0.108
C -1.340 0.567 0.419 -0.157
H -2.354 5.799 2.410 0.120
H -1.280 4.026 1.056 0.114
H -4.068 1.166 2.577 0.122
H -5.155 2.936 3.922 0.121
```

As for the expectation value of S²: 0.756. As for the spin multiplicity: 2. The orbital gap (alpha / beta) is 6.99 / 7.75 eV. The LUMO energy (alpha / beta) comes out at 0.32 / 0.32 eV. The value obtained for the HOMO energy (alpha / beta) is -6.67 / -7.43 eV. For the strongest force on any atom, the calculation gives 1.24 eV Å⁻¹. The calculation puts the total energy at -171035.235 eV.

Record 4
ORCA calculation (the ωB97M-V functional and the def2-TZVPD basis) on C52H48AsBrF5N7ORe as an isolated structure at a distorted geometry.

Structure (XYZ):
```
116
Properties=species:S:1:pos:R:3:lowdin_charge:R:1
Re 0.962 -0.838 0.010 1.361
C -6.550 0.366 3.902 -0.030
C -5.371 0.197 2.991 -0.242
C -5.349 0.760 1.721 0.005
C -4.268 0.603 0.867 -0.288
C -4.288 1.298 -0.471 -0.047
C -3.187 -0.197 1.282 -0.291
As -1.756 -0.412 -0.053 1.355
N -0.699 -1.925 0.304 -0.309
C -1.005 -3.228 0.577 -0.344
C -2.343 -3.646 0.734 -0.040
C -2.651 -4.964 0.980 -0.040
C -1.635 -5.909 1.095 -0.025
C -0.305 -5.514 0.962 -0.036
C 0.013 -4.202 0.698 -0.025
C -2.478 -0.915 -1.827 -0.278
C -1.846 -0.280 -2.920 -0.297
C -1.071 1.015 -2.807 -0.079
C -2.068 -0.755 -4.204 -0.011
C -2.923 -1.820 -4.458 -0.245
C -3.160 -2.325 -5.850 -0.027
C -3.625 -2.345 -3.384 -0.001
C -3.449 -1.899 -2.076 -0.252
C -4.420 -2.459 -1.064 -0.048
C -3.134 -0.681 2.598 -0.267
C -1.941 -1.376 3.203 -0.043
C -4.240 -0.489 3.416 -0.004
H -7.372 0.870 3.398 0.083
H -6.274 0.949 4.782 0.093
H -6.900 -0.604 4.257 0.092
H -6.197 1.348 1.388 0.127
H -5.050 2.074 -0.484 0.093
H -4.505 0.603 -1.281 0.082
H -3.320 1.766 -0.680 0.063
H -3.121 -2.900 0.687 0.064
H -3.686 -5.259 1.094 0.123
H -1.875 -6.946 1.287 0.121
H 0.490 -6.242 1.061 0.121
H 1.045 -3.905 0.571 0.089
H -0.353 1.031 -1.993 -0.004
H -1.771 1.838 -2.640 0.090
H -0.541 1.221 -3.736 0.085
H -1.588 -0.257 -5.040 0.126
H -2.439 -1.912 -6.554 0.080
H -4.159 -2.040 -6.186 0.096
H -3.107 -3.413 -5.887 0.089
H -4.366 -3.118 -3.564 0.135
H -5.429 -2.342 -1.460 0.104
H -4.385 -1.949 -0.106 0.051
H -4.264 -3.528 -0.914 0.082
H -1.012 -1.129 2.693 0.026
H -2.058 -2.460 3.183 0.091
H -1.850 -1.090 4.249 0.067
H -4.209 -0.880 4.428 0.132
N 3.446 6.022 -1.227 0.170
C 4.227 6.923 -1.906 -0.182
C 4.255 8.313 -1.931 -0.013
C 5.168 8.895 -2.785 -0.067
C 6.036 8.123 -3.579 -0.070
C 6.018 6.748 -3.545 -0.001
C 5.096 6.133 -2.692 -0.215
N 4.844 4.806 -2.469 0.191
C 3.865 4.768 -1.601 -0.289
C 3.274 3.528 -1.145 -0.101
C 2.002 3.444 -0.566 0.020
C 1.492 2.212 -0.226 -0.145
N 2.156 1.060 -0.415 -0.086
C 3.395 1.141 -0.935 -0.103
C 3.975 2.329 -1.311 0.038
H 2.757 6.251 -0.534 0.159
H 3.596 8.913 -1.317 0.113
H 5.215 9.973 -2.854 0.111
H 6.729 8.631 -4.236 0.110
H 6.687 6.154 -4.153 0.118
H 1.391 4.322 -0.409 0.119
H 0.500 2.139 0.204 0.093
H 3.935 0.213 -1.055 0.107
H 4.966 2.348 -1.742 0.130
F 3.783 -1.848 -1.451 0.053
C 3.728 -2.355 -0.203 -0.231
C 2.637 -2.059 0.609 -0.147
C 2.691 -2.654 1.869 -0.261
F 1.647 -2.527 2.717 0.051
C 3.740 -3.440 2.308 -0.144
F 3.714 -3.969 3.526 0.139
C 4.813 -3.680 1.464 -0.129
F 5.826 -4.421 1.867 0.167
C 4.803 -3.133 0.192 -0.142
F 5.813 -3.351 -0.638 0.148
N 0.956 -0.030 1.869 0.012
C 1.035 0.373 2.957 -0.172
N 1.146 0.848 4.151 -0.047
C 1.696 0.053 5.265 -0.067
C 0.614 -0.134 6.324 -0.166
O 0.047 1.102 6.706 -0.103
C -0.554 1.773 5.621 -0.172
C 0.489 2.100 4.556 -0.077
H 2.538 0.603 5.688 0.142
H 2.041 -0.910 4.893 0.130
H 1.047 -0.573 7.220 0.141
H -0.163 -0.806 5.937 0.121
H -0.989 2.690 6.014 0.139
H -1.351 1.159 5.176 0.122
H 1.247 2.761 4.980 0.141
H 0.034 2.576 3.690 0.134
Br 1.487 -3.138 -6.394 0.848
C 1.295 -2.498 -4.642 -0.671
C 0.663 -3.260 -3.672 -0.066
C 0.561 -2.756 -2.394 -0.094
N 1.040 -1.558 -2.023 -0.094
C 1.626 -0.824 -2.985 -0.136
C 1.778 -1.247 -4.286 -0.069
H 0.257 -4.235 -3.898 0.121
H 0.064 -3.349 -1.645 0.096
H 1.995 0.151 -2.706 0.098
H 2.267 -0.608 -5.007 0.122
```

As for the expectation value of S²: 1.189. As for the spin multiplicity: 2. The orbital gap (alpha / beta) is 5.07 / 6.14 eV. The LUMO energy (alpha / beta) comes out at -7.19 / -6.13 eV. Its total charge is +2. The value obtained for the HOMO energy (alpha / beta) is -12.26 / -12.27 eV. For the strongest force on any atom, the calculation gives 1.81 eV Å⁻¹. The calculation puts the total energy at -213766.032 eV.

Relative energy (zero: lowest compared OMol25 entry of this formula, charge and spin): 917.5, 0.0, 0.0, 56.0 (kJ/mol)